ORCA calculation (wB97M-V/def2-TZVPD) on C4H9ClN2S in the gas phase.

Structure (XYZ):
```
17
Properties=species:S:1:pos:R:3:forces:R:3
N 0.026 2.305 -0.537 0.86 0.51 -0.90
C -0.645 1.051 -0.617 -1.30 -0.82 -0.93
C -1.433 0.618 0.543 -0.40 -0.07 1.22
N -2.766 0.132 0.450 -0.31 -0.85 -0.25
C -0.204 -0.178 0.186 -0.90 0.77 0.00
Cl -0.484 -1.793 -0.508 0.28 0.49 0.10
C 0.972 -0.007 1.071 0.14 -0.56 -0.06
S 2.366 -0.126 -0.052 0.95 0.10 0.10
H -0.497 3.019 -1.062 0.12 -0.47 0.54
H 0.916 2.224 -1.036 -0.13 0.12 0.26
H -1.168 0.767 -1.554 0.56 0.18 0.31
H -1.321 1.201 1.450 0.25 0.18 -0.08
H -2.928 -0.454 1.272 -0.16 0.23 -0.21
H -2.806 -0.525 -0.330 -0.24 0.19 0.06
H 1.025 -0.813 1.809 -0.06 0.30 0.04
H 0.923 0.987 1.528 0.04 -0.28 -0.04
H 3.273 0.131 0.897 0.29 0.00 -0.15
```
Forces are in eV/Å.

## Properties
total charge = 0
LUMO = 0.8 eV
ΔE to the lowest compared entry with this formula, charge and spin = 5.9 kcal/mol
E_tot = -1125.66470 hartree
2S+1 = 1
SMILES string = N[C@@H]1[C@@H](N)C1(Cl)CS

natural (NBO) atomic charge list, values in e, 2 entries: N -0.832; C -0.081


ORCA calculation (wB97M-V/def2-TZVPD) on 2 unconnected molecules or ions with the total composition C3H10N2O2.

Structure (XYZ):
```
17
Properties=species:S:1:pos:R:3:forces:R:3
C -0.650 1.302 -0.538 -1.96 0.83 0.93
C -1.050 0.409 0.668 -0.10 -1.81 -1.44
N -2.302 -0.387 0.566 -0.77 -1.00 -1.67
C 0.158 -0.618 0.631 -0.21 0.56 1.99
N 1.303 -0.250 1.340 -1.63 1.49 0.22
O 0.049 -1.673 0.035 0.48 0.68 0.00
H -0.146 0.733 -1.260 0.79 -0.67 -1.04
H -0.052 2.142 -0.211 0.38 0.03 0.07
H -1.524 1.744 -1.037 0.02 -0.16 0.24
H -1.246 0.993 1.549 1.00 0.35 0.61
H -2.097 -1.416 0.690 -0.22 1.69 -0.41
H -2.864 -0.304 -0.345 1.55 -0.01 1.75
H 2.155 -0.606 0.954 0.44 0.04 0.16
H 1.299 0.667 1.879 0.17 -1.90 -1.40
O 2.512 -0.635 -1.710 1.62 -0.44 0.55
H 1.568 -0.621 -1.886 0.06 -1.00 0.36
H 2.887 -1.479 -1.324 -1.64 1.33 -0.93
```
Forces are in eV/Å.

## Properties
total charge = 0
LUMO = 0.7 eV
ΔE to the lowest compared entry with this formula, charge and spin = 30.7 kcal/mol
E_tot = -380.28770 hartree
2S+1 = 1
SMILES string = C[C@@H](N)C(N)=O.O

natural (NBO) atomic charge list, values in e, 2 entries: C -0.607; C -0.154


Question: Number 1 is which compound?
Answer: C4H9ClN2S


Please write out number 1 again, unchanged.
ORCA calculation (wB97M-V/def2-TZVPD) on C4H9ClN2S in the gas phase.

Structure (XYZ):
```
17
Properties=species:S:1:pos:R:3:forces:R:3
N 0.026 2.305 -0.537 0.86 0.51 -0.90
C -0.645 1.051 -0.617 -1.30 -0.82 -0.93
C -1.433 0.618 0.543 -0.40 -0.07 1.22
N -2.766 0.132 0.450 -0.31 -0.85 -0.25
C -0.204 -0.178 0.186 -0.90 0.77 0.00
Cl -0.484 -1.793 -0.508 0.28 0.49 0.10
C 0.972 -0.007 1.071 0.14 -0.56 -0.06
S 2.366 -0.126 -0.052 0.95 0.10 0.10
H -0.497 3.019 -1.062 0.12 -0.47 0.54
H 0.916 2.224 -1.036 -0.13 0.12 0.26
H -1.168 0.767 -1.554 0.56 0.18 0.31
H -1.321 1.201 1.450 0.25 0.18 -0.08
H -2.928 -0.454 1.272 -0.16 0.23 -0.21
H -2.806 -0.525 -0.330 -0.24 0.19 0.06
H 1.025 -0.813 1.809 -0.06 0.30 0.04
H 0.923 0.987 1.528 0.04 -0.28 -0.04
H 3.273 0.131 0.897 0.29 0.00 -0.15
```
Forces are in eV/Å.

## Properties
total charge = 0
LUMO = 0.8 eV
ΔE to the lowest compared entry with this formula, charge and spin = 5.9 kcal/mol
E_tot = -1125.66470 hartree
2S+1 = 1
SMILES string = N[C@@H]1[C@@H](N)C1(Cl)CS

natural (NBO) atomic charge list, values in e, 2 entries: N -0.832; C -0.081


Question: Number 2 is which compound?
Answer: C3H10N2O2